A 17-piece molecular cluster, C82H184O50 overall at a distorted geometry, computed with the ωB97M-V functional and the def2-TZVPD basis.

Last columns: bonded neighbours and bond lengths (Å).
Positions of all 316 atoms, in Å:
1 O 17.804 18.301 19.787  C58 1.221
2 O 11.110 24.070 28.241  C112 1.451, C124 1.390
3 O 14.343 25.854 19.899  C62 1.459, C69 1.354
4 O 17.263 13.651 25.572  C71 1.398, C86 1.365
5 O 17.122 26.909 24.984  C106 1.471, C127 1.408
6 O 12.895 18.207 19.450  C52 1.426, C121 1.356
7 O 23.915 25.397 20.226  C68 1.404, C108 1.422
8 O 17.044 21.794 28.506  C76 1.379, C99 1.430
9 O 16.024 21.900 21.694  C93 1.389, C98 1.439
10 O 17.948 17.200 21.776  C58 1.326, C66 1.436
11 O 18.891 24.694 19.754  C85 1.407, C94 1.419
12 O 22.947 22.086 27.481  C61 1.446, C75 1.355
13 O 24.606 26.250 28.146  C63 1.387, C129 1.399
14 O 20.389 31.400 24.932  C59 1.406, C130 1.385
15 O 17.282 21.249 13.697  C73 1.328, C88 1.422
16 O 19.404 18.731 21.333  C58 1.337, C114 1.429
17 O 17.275 16.285 24.456  C54 1.427, C95 1.431
18 O 18.230 26.757 12.488  C115 1.412, C128 1.418
19 O 17.152 23.538 23.800  C102 1.433, C104 1.432
20 O 13.964 27.485 18.516  C69 1.308, C78 1.445
21 O 16.519 21.405 15.713  C73 1.318, C132 1.399
22 O 10.626 22.155 30.372  C109 1.437, C131 1.422
23 O 18.067 26.659 31.696  C97 1.356, C118 1.432
24 O 16.014 24.612 16.976  C74 1.418, C83 1.426
25 O 21.198 26.542 19.796  C80 1.445, C126 1.419
26 O 18.177 19.934 15.274  C73 1.211
27 O 13.430 17.699 21.615  C121 1.186
28 O 21.207 22.764 22.773  C56 1.405, C117 1.437
29 O 21.931 33.865 19.415  C57 1.404, C96 1.395
30 O 19.566 25.697 30.262  C97 1.186
31 O 16.124 25.372 13.994  C79 1.423, C116 1.411
32 O 19.223 30.908 28.329  C77 1.376, C81 1.426
33 O 22.196 20.018 23.460  C55 1.418, C60 1.416
34 O 20.982 23.202 27.330  C75 1.320, C119 1.504
35 O 21.484 22.122 29.194  C75 1.213
36 O 13.101 20.895 25.328  C67 1.396, C110 1.382
37 O 22.076 27.220 27.421  C100 1.427, C111 1.399
38 O 18.956 24.753 32.204  C97 1.341, C120 1.400
39 O 12.147 22.442 22.895  C87 1.445, C113 1.398
40 O 14.876 18.114 25.735  C72 1.385, C90 1.378
41 O 15.319 23.160 27.992  C76 1.218
42 O 11.367 17.340 20.683  C105 1.443, C121 1.365
43 O 21.104 31.518 20.873  C70 1.451, C82 1.384
44 O 22.442 17.127 22.804  C84 1.396, C125 1.383
45 O 10.572 19.795 26.274  C65 1.409, C122 1.433
46 O 18.522 30.125 20.664  C53 1.426, C91 1.376
47 O 20.909 26.992 24.769  C89 1.419, C107 1.444
48 O 15.895 27.489 19.632  C69 1.204
49 O 12.045 26.361 26.439  C51 1.435, C123 1.396
50 O 17.554 31.237 30.909  C64 1.406, C101 1.378
51 C 12.600 26.999 25.279  O49 1.435, H187 1.087, H198 1.118, H316 1.102
52 C 14.265 18.368 19.091  O6 1.426, H151 1.084, H252 1.109, H293 1.070
53 C 17.333 29.760 21.360  O46 1.426, H201 1.080, H250 1.105, H259 1.097
54 C 17.292 17.583 25.048  O17 1.427, C90 1.591, H133 1.069, H281 1.106
55 C 22.350 18.943 24.372  O33 1.418, C125 1.540, H210 1.074, H279 1.122
56 C 21.126 23.990 22.091  O28 1.405, H227 1.059, H287 1.077, H289 1.085
57 C 20.918 33.787 20.385  O29 1.404, C82 1.470, H196 1.070, H230 1.092
58 C 18.311 18.108 20.881  O1 1.221, O10 1.326, O16 1.337
59 C 21.599 31.641 24.257  O14 1.406, H190 1.070, H207 1.079, H309 1.110
60 C 22.703 21.230 23.990  O33 1.416, C117 1.515, H180 1.082, H291 1.099
61 C 23.795 21.424 28.446  O12 1.446, H155 1.103, H218 1.074, H239 1.070
62 C 15.287 25.208 20.805  O3 1.459, H146 1.080, H205 1.077, H271 1.089
63 C 24.564 24.868 28.250  O13 1.387, H141 1.121, H191 1.064, H302 1.108
64 C 18.845 31.697 30.590  O50 1.406, C77 1.515, H192 1.100, H260 1.097
65 C 11.612 19.058 25.675  O45 1.409, C67 1.531, H282 1.102, H292 1.090
66 C 16.721 16.494 21.535  O10 1.436, H269 1.081, H278 1.122, H285 1.072
67 C 12.295 19.974 24.657  O36 1.396, C65 1.531, H172 1.115, H185 1.123
68 C 25.073 25.154 20.981  O7 1.404, H166 1.089, H237 1.114, H258 1.108
69 C 14.850 26.973 19.331  O3 1.354, O20 1.308, O48 1.204
70 C 20.885 30.129 20.513  O43 1.451, C91 1.487, H149 1.065, H193 1.090
71 C 18.153 14.040 24.568  O4 1.398, C95 1.517, H140 1.125, H219 1.112
72 C 14.403 16.817 25.616  O40 1.385, H229 1.114, H236 1.113, H254 1.092
73 C 17.385 20.786 14.937  O15 1.328, O21 1.318, O26 1.211
74 C 14.796 24.068 16.496  O24 1.418, H209 1.065, H272 1.086, H283 1.097
75 C 21.800 22.488 28.081  O12 1.355, O34 1.320, O35 1.213
76 C 15.737 22.024 28.131  O8 1.379, O41 1.218, C103 1.514
77 C 18.979 32.011 29.114  O32 1.376, C64 1.515, H244 1.121, H284 1.078
78 C 14.358 28.677 17.801  O20 1.445, H235 1.088, H253 1.132, H308 1.082
79 C 17.086 25.616 15.014  O31 1.423, C83 1.502, H152 1.081, H160 1.126
80 C 22.470 26.854 19.184  O25 1.445, C108 1.496, H164 1.110, H312 1.078
81 C 19.188 31.094 26.915  O32 1.426, C130 1.526, H153 1.061, H188 1.087
82 C 20.355 32.447 20.171  O43 1.384, C57 1.470, H137 1.106, H213 1.112
83 C 16.362 25.826 16.313  O24 1.426, C79 1.502, H138 1.075, H307 1.093
84 C 22.139 15.805 22.473  O44 1.396, H206 1.115, H266 1.106, H303 1.109
85 C 18.819 26.066 19.451  O11 1.407, C126 1.537, H181 1.102, H261 1.075
86 C 16.956 12.321 25.547  O4 1.365, H174 1.098, H262 1.083, H276 1.100
87 C 12.546 22.049 21.564  O39 1.445, H189 1.071, H195 1.088, H265 1.070
88 C 18.360 20.917 12.830  O15 1.422, H147 1.122, H150 1.090, H167 1.083
89 C 20.626 27.969 25.758  O47 1.419, C100 1.473, H234 1.075, H264 1.071
90 C 15.904 18.334 24.845  O40 1.378, C54 1.591, H177 1.069, H242 1.078
91 C 19.677 29.608 21.205  O46 1.376, C70 1.487, H171 1.084, H208 1.143
92 C 17.979 23.838 27.622  C99 1.498, H179 1.091, H305 1.092, H315 1.114
93 C 17.081 21.542 22.520  O9 1.389, C102 1.464, H202 1.127, H257 1.102
94 C 19.199 23.845 18.659  O11 1.419, H134 1.070, H222 1.128, H263 1.074
95 C 18.458 15.519 24.706  O17 1.431, C71 1.517, H220 1.106, H241 1.137
96 C 22.638 35.066 19.356  O29 1.395, H277 1.094, H288 1.078, H306 1.112
97 C 18.923 25.702 31.258  O23 1.356, O30 1.186, O38 1.341
98 C 16.276 21.831 20.279  O9 1.439, H224 1.094, H267 1.080, H300 1.091
99 C 17.792 22.970 28.828  O8 1.430, C92 1.498, H268 1.112, H314 1.071
100 C 20.701 27.488 27.148  O37 1.427, C89 1.473, H211 1.109, H273 1.105
101 C 16.687 32.156 31.456  O50 1.378, H249 1.094, H301 1.092, H304 1.109
102 C 17.878 22.717 22.877  O19 1.433, C93 1.464, H165 1.064, H175 1.081
103 C 14.933 20.742 28.094  C76 1.514, H148 1.094, H183 1.064, H223 1.098
104 C 17.641 24.871 23.985  O19 1.432, C106 1.452, H225 1.118, H310 1.128
105 C 10.703 17.085 21.939  O42 1.443, H197 1.069, H232 1.118, H245 1.115
106 C 16.550 25.611 24.595  O5 1.471, C104 1.452, H184 1.110, H286 1.091
107 C 20.412 27.504 23.513  O47 1.444, H143 1.065, H233 1.084, H246 1.089
108 C 23.601 26.782 20.160  O7 1.422, C80 1.496, H178 1.083, H199 1.116
109 C 10.664 21.823 28.974  O22 1.437, C112 1.512, H221 1.101, H228 1.117
110 C 13.904 21.578 24.434  O36 1.382, C113 1.510, H142 1.086, H161 1.115
111 C 22.304 26.734 28.712  O37 1.399, C129 1.490, H135 1.128, H298 1.122
112 C 11.622 22.713 28.215  O2 1.451, C109 1.512, H294 1.060, H295 1.141
113 C 13.165 22.737 23.808  O39 1.398, C110 1.510, H159 1.108, H170 1.130
114 C 20.133 19.528 20.397  O16 1.429, H182 1.110, H215 1.082, H231 1.123
115 C 17.202 25.989 11.897  O18 1.412, C116 1.491, H169 1.104, H240 1.095
116 C 16.726 24.907 12.805  O31 1.411, C115 1.491, H176 1.093, H203 1.099
117 C 22.568 22.355 22.984  O28 1.437, C60 1.515, H226 1.131, H247 1.104
118 C 18.260 27.886 30.983  O23 1.432, H154 1.113, H158 1.096, H290 1.098
119 C 21.432 23.920 26.087  O34 1.504, H145 1.068, H168 1.050, H214 1.115
120 C 19.640 23.614 31.761  O38 1.400, H144 1.084, H243 1.099, H313 1.066
121 C 12.667 17.758 20.710  O6 1.356, O27 1.186, O42 1.365
122 C 9.699 18.860 26.920  O45 1.433, H194 1.049, H216 1.078, H280 1.098
123 C 12.868 25.542 27.215  O49 1.396, C124 1.538, H156 1.088, H173 1.144
124 C 12.093 25.032 28.441  O2 1.390, C123 1.538, H186 1.124, H217 1.078
125 C 21.712 17.638 23.862  O44 1.383, C55 1.540, H275 1.090, H296 1.114
126 C 20.101 26.725 18.915  O25 1.419, C85 1.537, H212 1.091, H297 1.087
127 C 16.360 27.750 25.817  O5 1.408, H157 1.097, H255 1.118, H299 1.078
128 C 18.533 27.921 11.738  O18 1.418, H163 1.115, H248 1.097, H274 1.062
129 C 23.748 26.919 29.026  O13 1.399, C111 1.490, H136 1.089, H204 1.088
130 C 20.517 31.527 26.305  O14 1.385, C81 1.526, H238 1.106, H251 1.105
131 C 9.684 21.452 31.172  O22 1.422, H139 1.079, H200 1.100, H270 1.110
132 C 16.600 21.072 17.069  O21 1.399, H162 1.088, H256 1.099, H311 1.084
133 H 17.467 17.502 26.099  C54 1.069
134 H 18.970 22.826 18.893  C94 1.070
135 H 21.966 25.659 28.757  C111 1.128
136 H 23.956 27.944 28.722  C129 1.089
137 H 19.281 32.467 20.436  C82 1.106
138 H 16.914 26.448 16.994  C83 1.075
139 H 9.391 22.094 31.988  C131 1.079
140 H 19.158 13.535 24.579  C71 1.125
141 H 23.574 24.398 28.015  C63 1.121
142 H 14.375 20.950 23.683  C110 1.086
143 H 20.650 26.780 22.769  C107 1.065
144 H 19.417 22.873 32.520  C120 1.084
145 H 20.736 24.729 26.128  C119 1.068
146 H 15.394 25.864 21.657  C62 1.080
147 H 18.388 19.803 12.697  C88 1.122
148 H 15.566 19.869 27.905  C103 1.094
149 H 20.804 30.008 19.458  C70 1.065
150 H 18.168 21.467 11.909  C88 1.090
151 H 14.676 17.425 18.751  C52 1.084
152 H 17.639 26.483 14.678  C79 1.081
153 H 18.395 31.754 26.666  C81 1.061
154 H 19.240 28.035 30.477  C118 1.113
155 H 23.191 20.683 28.995  C61 1.103
156 H 13.359 24.759 26.642  C123 1.088
157 H 15.596 28.259 25.217  C127 1.097
158 H 17.928 28.667 31.677  C118 1.096
159 H 12.751 23.269 24.686  C113 1.108
160 H 17.812 24.761 15.106  C79 1.126
161 H 14.717 21.984 25.081  C110 1.115
162 H 17.588 21.374 17.411  C132 1.088
163 H 19.242 28.590 12.279  C128 1.115
164 H 22.737 26.143 18.375  C80 1.110
165 H 18.059 23.191 21.942  C102 1.064
166 H 25.979 25.396 20.429  C68 1.089
167 H 19.343 21.188 13.193  C88 1.083
168 H 22.458 24.101 26.219  C119 1.050
169 H 17.618 25.539 10.978  C115 1.104
170 H 13.897 23.487 23.385  C113 1.130
171 H 19.764 29.935 22.235  C91 1.084
172 H 11.619 20.552 23.984  C67 1.115
173 H 13.734 26.171 27.619  C123 1.144
174 H 16.210 12.022 26.296  C86 1.098
175 H 18.843 22.421 23.265  C102 1.081
176 H 15.996 24.331 12.230  C116 1.093
177 H 16.052 19.392 24.868  C90 1.069
178 H 24.525 27.298 19.931  C108 1.083
179 H 18.413 23.201 26.849  C92 1.091
180 H 22.297 21.513 24.952  C60 1.082
181 H 18.099 26.419 18.695  C85 1.102
182 H 20.230 18.959 19.449  C114 1.110
183 H 14.102 20.875 27.442  C103 1.064
184 H 15.679 25.674 23.910  C106 1.110
185 H 12.944 19.300 24.035  C67 1.123
186 H 12.861 24.594 29.136  C124 1.124
187 H 13.447 26.439 24.894  C51 1.087
188 H 18.916 30.126 26.502  C81 1.087
189 H 13.404 21.418 21.674  C87 1.071
190 H 22.083 32.531 24.603  C59 1.070
191 H 25.332 24.370 27.708  C63 1.064
192 H 19.514 30.896 30.939  C64 1.100
193 H 21.764 29.540 20.779  C70 1.090
194 H 8.776 19.341 27.045  C122 1.049
195 H 12.888 22.903 20.984  C87 1.088
196 H 21.282 33.789 21.391  C57 1.070
197 H 10.781 16.050 22.193  C105 1.069
198 H 12.895 28.053 25.508  C51 1.118
199 H 23.303 27.160 21.167  C108 1.116
200 H 8.810 21.137 30.582  C131 1.100
201 H 16.558 30.277 20.814  C53 1.080
202 H 17.818 20.918 21.939  C93 1.127
203 H 17.587 24.285 13.090  C116 1.099
204 H 23.965 26.654 30.059  C129 1.088
205 H 14.859 24.260 21.083  C62 1.077
206 H 21.125 15.719 22.019  C84 1.115
207 H 21.403 31.712 23.199  C59 1.079
208 H 19.683 28.467 21.121  C91 1.143
209 H 14.963 23.452 15.644  C74 1.065
210 H 21.817 19.210 25.266  C55 1.074
211 H 20.431 28.248 27.910  C100 1.109
212 H 20.359 26.360 17.921  C126 1.091
213 H 20.397 32.244 19.079  C82 1.112
214 H 21.230 23.277 25.199  C119 1.115
215 H 19.585 20.431 20.164  C114 1.082
216 H 10.118 18.606 27.880  C122 1.078
217 H 11.692 25.887 28.960  C124 1.078
218 H 24.229 22.124 29.135  C61 1.074
219 H 17.809 13.942 23.515  C71 1.112
220 H 18.873 15.798 25.693  C95 1.106
221 H 9.708 21.922 28.436  C109 1.101
222 H 18.586 24.124 17.754  C94 1.128
223 H 14.521 20.542 29.092  C103 1.098
224 H 16.983 22.615 19.994  C98 1.094
225 H 18.577 24.766 24.588  C104 1.118
226 H 23.099 22.059 22.029  C117 1.131
227 H 20.190 24.065 21.602  C56 1.059
228 H 10.896 20.733 28.910  C109 1.117
229 H 13.974 16.620 24.607  C72 1.114
230 H 20.308 34.690 20.309  C57 1.092
231 H 21.118 19.797 20.866  C114 1.123
232 H 11.189 17.714 22.727  C105 1.118
233 H 20.848 28.478 23.324  C107 1.084
234 H 19.699 28.446 25.493  C89 1.075
235 H 15.326 28.474 17.346  C78 1.088
236 H 15.185 16.047 25.804  C72 1.113
237 H 25.100 25.764 21.914  C68 1.114
238 H 21.398 30.960 26.659  C130 1.106
239 H 24.527 20.982 27.803  C61 1.070
240 H 16.439 26.664 11.495  C115 1.095
241 H 19.160 15.740 23.840  C95 1.137
242 H 15.604 18.099 23.836  C90 1.078
243 H 20.729 23.762 31.769  C120 1.099
244 H 19.883 32.675 29.108  C77 1.121
245 H 9.641 17.359 21.738  C105 1.115
246 H 19.335 27.623 23.618  C107 1.089
247 H 23.136 23.218 23.372  C117 1.104
248 H 18.994 27.701 10.767  C128 1.097
249 H 15.810 31.550 31.705  C101 1.094
250 H 17.354 30.031 22.430  C53 1.105
251 H 20.795 32.570 26.539  C130 1.105
252 H 14.873 18.736 19.943  C52 1.109
253 H 14.583 29.451 18.595  C78 1.132
254 H 13.622 16.752 26.376  C72 1.092
255 H 15.737 27.156 26.530  C127 1.118
256 H 15.948 21.835 17.518  C132 1.099
257 H 16.732 21.032 23.432  C93 1.102
258 H 24.970 24.098 21.300  C68 1.108
259 H 17.171 28.677 21.293  C53 1.097
260 H 19.057 32.642 31.102  C64 1.097
261 H 18.504 26.425 20.414  C85 1.075
262 H 17.843 11.717 25.684  C86 1.083
263 H 20.255 23.892 18.468  C94 1.074
264 H 21.395 28.714 25.727  C89 1.071
265 H 11.669 21.649 21.101  C87 1.070
266 H 22.168 15.133 23.351  C84 1.106
267 H 15.291 21.900 19.839  C98 1.080
268 H 18.804 22.637 29.150  C99 1.112
269 H 16.783 16.093 20.533  C66 1.081
270 H 10.076 20.459 31.477  C131 1.110
271 H 16.282 25.107 20.373  C62 1.089
272 H 14.132 24.869 16.184  C74 1.086
273 H 20.121 26.568 27.345  C100 1.105
274 H 17.720 28.582 11.568  C128 1.062
275 H 20.656 17.831 23.675  C125 1.090
276 H 16.507 12.093 24.569  C86 1.100
277 H 23.512 34.905 18.719  C96 1.094
278 H 15.829 17.174 21.539  C66 1.122
279 H 23.407 18.750 24.694  C55 1.122
280 H 9.570 17.967 26.293  C122 1.098
281 H 18.106 18.179 24.595  C54 1.106
282 H 11.255 18.177 25.116  C65 1.102
283 H 14.338 23.586 17.369  C74 1.097
284 H 18.139 32.570 28.736  C77 1.078
285 H 16.557 15.747 22.287  C66 1.072
286 H 16.291 25.097 25.522  C106 1.091
287 H 21.875 24.156 21.336  C56 1.077
288 H 22.030 35.856 18.945  C96 1.078
289 H 21.164 24.831 22.776  C56 1.085
290 H 17.538 27.811 30.158  C118 1.098
291 H 23.761 21.111 24.266  C60 1.099
292 H 12.350 18.728 26.407  C65 1.090
293 H 14.198 19.140 18.352  C52 1.070
294 H 12.583 22.712 28.664  C112 1.060
295 H 11.586 22.347 27.136  C112 1.141
296 H 21.699 16.919 24.713  C125 1.114
297 H 19.784 27.764 18.898  C126 1.087
298 H 21.676 27.316 29.438  C111 1.122
299 H 16.958 28.548 26.225  C127 1.078
300 H 16.669 20.868 19.949  C98 1.091
301 H 17.086 32.622 32.360  C101 1.092
302 H 24.868 24.649 29.293  C63 1.108
303 H 22.875 15.472 21.713  C84 1.109
304 H 16.329 32.920 30.736  C101 1.109
305 H 18.668 24.646 27.877  C92 1.092
306 H 23.100 35.359 20.324  C96 1.112
307 H 15.424 26.326 16.060  C83 1.093
308 H 13.556 29.055 17.181  C78 1.082
309 H 22.306 30.800 24.407  C59 1.110
310 H 17.908 25.389 23.018  C104 1.128
311 H 16.279 20.065 17.307  C132 1.084
312 H 22.369 27.853 18.793  C80 1.078
313 H 19.393 23.302 30.772  C120 1.066
314 H 17.388 23.519 29.654  C99 1.071
315 H 17.028 24.218 27.182  C92 1.114
316 H 11.775 27.042 24.550  C51 1.102

Calculated values
**E_LUMO**: 0.0163 hartree
**HOMO-LUMO gap**: 9.090 eV